{"formula": "C9H9N2S2", "method": "ωB97M-V/def2-TZVPD", "homo_lumo_gap_ev": 5.3, "charge": 1, "homo_ev": -12.33, "e_tot_ev": -34117.9755, "e_lumo_ha": -0.2596, "species": ["C", "C", "C", "C", "C", "C", "C", "C", "C", "N", "N", "S", "S", "H", "H", "H", "H", "H", "H", "H", "H", "H"], "xyz": [[2.8938, 1.7203, 0.8280], [2.4806, 1.4406, -0.5121], [2.3333, 0.9083, 1.8190], [1.4212, 0.5812, -0.7853], [1.3530, -0.0959, 1.5022], [0.8280, -0.1456, 0.2625], [-0.5023, -0.7848, -0.1512], [-3.9113, 0.7427, 0.4791], [-1.5754, -2.3666, -1.7602], [-1.4228, -0.1541, 0.6463], [-0.5343, -1.8438, -0.8038], [-4.3772, 2.1593, 0.0788], [-3.1507, -0.6317, 0.8576], [3.6035, 2.4910, 0.8929], [2.7938, 1.9291, -1.4020], [2.6447, 0.8702, 2.8067], [1.0303, 0.4965, -1.7618], [0.9780, -0.6526, 2.3303], [-2.0983, -1.4849, -2.2620], [-2.5328, -2.7743, -1.3281], [-1.0212, -3.1857, -2.4235], [-1.2337, 0.7809, 0.6864]], "atomic_forces_ev_per_a": [[-1.645, -2.047, -1.829], [-1.322, -0.392, 0.785], [-0.487, -1.126, -2.288], [0.725, 0.214, 1.853], [1.194, 2.162, 1.491], [-0.893, 0.242, -2.555], [2.082, -2.610, 0.788], [0.018, 2.169, -0.986], [-0.386, -0.174, 0.199], [-3.267, -1.841, 0.621], [-0.843, -0.275, -2.293], [0.303, -1.974, 0.666], [1.359, 0.103, -0.204], [0.880, 0.731, 0.925], [0.959, 0.803, -0.150], [0.734, 0.528, 1.717], [-0.258, -0.122, -0.988], [-0.364, -0.459, 0.318], [1.473, -1.002, -0.268], [1.282, -0.456, 0.236], [-1.625, 2.175, 1.214], [0.081, 3.351, 0.750]]}

=====

{"formula": "C9H9N3", "method": "ωB97M-V/def2-TZVPD", "homo_lumo_gap_ev": 9.0, "charge": 0, "homo_ev": -9.20, "e_tot_ev": -13939.0177, "e_lumo_ha": -0.0086, "species": ["C", "C", "C", "C", "C", "C", "C", "C", "C", "H", "H", "H", "H", "H", "H", "H", "H", "H", "N", "N", "N"], "xyz": [[1.1970, 1.5608, 0.5800], [3.0469, 0.0416, 0.1042], [1.9441, -1.6940, -0.6237], [0.9953, -0.7465, -0.4570], [-0.5222, -0.4729, -0.1655], [-1.2331, 0.5295, -0.6913], [-2.6986, 0.5575, -0.8556], [-3.2567, -0.3333, 0.0693], [-1.3602, -1.3293, 0.6688], [1.6621, 2.7375, -0.1254], [1.7846, 1.5769, 2.0696], [-0.4583, 1.4736, 0.5082], [4.0440, 0.3132, 0.7913], [1.7810, -2.5833, -0.9616], [-0.7493, 1.4742, -0.9058], [-3.1364, 1.4854, -1.5099], [-4.3584, -0.3892, -0.1395], [-0.9752, -2.1398, 1.2306], [1.7552, 0.3319, 0.1225], [3.1900, -1.0921, -0.3579], [-2.6517, -1.3018, 0.6488]], "atomic_forces_ev_per_a": [[-0.250, 3.261, 2.568], [3.151, 1.861, 3.393], [1.302, 5.801, 0.981], [-1.377, 3.304, 3.525], [0.717, -4.630, 1.100], [-3.168, 2.915, -2.659], [3.095, 1.950, 1.461], [-4.375, 1.994, -5.462], [2.359, -0.116, -2.251], [-1.476, -3.836, 2.309], [-1.921, 0.556, -4.107], [5.303, 0.620, 1.385], [-3.278, 0.794, -2.047], [-0.314, -5.318, -1.989], [0.296, -0.367, -1.955], [0.714, -2.753, 2.101], [0.625, -0.313, 1.340], [0.905, -0.645, 0.388], [-2.968, 2.720, -0.351], [0.693, -7.026, -2.304], [-0.035, -0.772, 2.575]]}

=====

{"formula": "C9H9N3O2", "method": "ωB97M-V/def2-TZVPD", "homo_lumo_gap_ev": 9.2, "smiles": "N#C[C@H](NCc1ccccc1)[N+](=O)[O-]", "charge": 0, "homo_ev": -9.64, "e_tot_ev": -18038.6147, "e_lumo_ha": -0.0162, "species": ["C", "C", "C", "C", "C", "C", "C", "C", "C", "N", "N", "N", "O", "O", "H", "H", "H", "H", "H", "H", "H", "H", "H"], "xyz": [[-0.9709, 4.0067, 2.4879], [1.5298, -2.0915, -1.3064], [0.1357, -2.1996, -1.4099], [2.0760, -0.9979, -0.7094], [-0.7028, -1.3786, -0.7139], [1.2062, -0.1300, 0.0201], [-0.1683, -0.3258, -0.0134], [-1.0852, 0.6508, 0.6624], [-1.4852, 2.9679, 1.6240], [-0.5008, 4.8854, 3.0681], [-0.3014, 1.7588, 1.1885], [-1.7112, 3.5956, 0.2782], [-2.6664, 3.1568, -0.2817], [-0.9179, 4.4019, -0.1545], [2.2171, -2.8282, -1.7647], [-0.3089, -3.0774, -1.8660], [3.2167, -1.0837, -0.6565], [-1.7211, -1.4362, -0.8319], [1.6816, 0.6864, 0.5635], [-1.7432, 0.9254, -0.0898], [-1.6798, 0.4462, 1.5419], [-2.2311, 2.4484, 2.0739], [0.3111, 2.1185, 0.4584]], "atomic_forces_ev_per_a": [[1.220, 0.620, 0.490], [-0.331, -0.698, -1.382], [0.350, -1.747, 0.296], [0.992, -0.206, 1.568], [1.896, 0.559, -0.629], [1.539, -0.328, -0.798], [0.824, 0.489, 1.379], [1.310, 0.529, 1.222], [6.208, -0.235, -2.255], [-0.528, -0.701, -0.209], [-2.170, 2.804, 1.420], [0.020, 0.127, 0.744], [-1.485, -0.460, -1.271], [-0.058, -0.259, 0.361], [-0.751, 0.396, 0.191], [0.158, 0.102, -0.351], [-1.761, 1.145, 0.185], [-2.330, -0.432, -0.057], [-0.341, -0.257, 0.017], [-1.618, 0.860, -1.537], [-0.197, -1.591, 0.017], [-2.638, -1.414, 0.490], [-0.310, 0.698, 0.109]]}

=====

{"formula": "C9H9N4O2", "method": "ωB97M-V/def2-TZVPD", "homo_lumo_gap_ev": [4.4, 6.6], "charge": -1, "homo_ev": [-0.72, -4.96], "spin_multiplicity": 3, "e_tot_ev": -19529.2559, "s2": 2.030, "e_lumo_ha": [0.1356, 0.0598], "species": ["C", "C", "C", "C", "C", "C", "C", "C", "C", "N", "N", "N", "N", "O", "O", "H", "H", "H", "H", "H", "H", "H", "H", "H"], "xyz": [[3.0132, -1.0139, 0.1465], [2.6102, -0.2860, 1.2900], [2.1365, -1.8582, -0.5290], [1.2688, -0.1507, 1.5898], [0.7690, -1.7732, -0.2097], [0.3504, -0.7992, 0.6931], [-0.3726, 1.0302, -1.0353], [-2.8907, 0.7754, 1.3070], [-1.1622, -0.6605, 0.8750], [-0.7444, 0.7231, -2.3006], [-0.2371, 2.3516, -1.0209], [-0.7205, 1.8097, -3.0825], [-0.4245, 2.7987, -2.2330], [-1.9363, -1.3834, 0.2302], [-1.5699, 0.3069, 1.7088], [3.9894, -1.0764, -0.3418], [3.3668, 0.4016, 1.7662], [2.4020, -2.4423, -1.3654], [0.8744, 0.6195, 2.1988], [-0.0950, -2.2952, -0.7361], [-3.5886, 0.6076, 2.1550], [-3.1640, 0.4772, 0.3505], [-2.8696, 1.8906, 1.3434], [-1.0053, -0.0531, -2.8000]], "atomic_forces_ev_per_a": [[1.194, -1.231, -0.886], [0.243, 1.893, 0.510], [-3.430, 0.689, 0.943], [1.480, -0.100, -1.816], [0.602, -1.528, -2.504], [-4.609, 1.205, 2.563], [-0.500, 0.439, -1.076], [0.709, 2.499, 3.505], [3.757, -2.401, -0.957], [1.117, 2.092, 0.729], [0.601, -1.163, 1.458], [0.102, 1.714, 1.936], [-0.541, -0.386, -2.730], [-0.356, 0.563, 0.100], [-1.424, 0.854, -0.439], [0.264, 0.680, 1.023], [-0.878, -0.971, -0.258], [0.652, -0.683, -0.706], [-0.051, 0.408, 0.965], [1.588, 0.407, 0.586], [0.054, -0.810, -0.885], [-0.648, -0.960, -1.304], [0.491, -0.545, -0.374], [-0.416, -2.664, -0.384]]}

=====

{"formula": "C9H9NO", "method": "ωB97M-V/def2-TZVPD", "homo_lumo_gap_ev": 9.8, "smiles": "C[C@@]1(c2ccccc2)NC1=O", "charge": 0, "homo_ev": -9.09, "e_tot_ev": -13013.9244, "e_lumo_ha": 0.0262, "species": ["C", "C", "C", "C", "C", "C", "C", "C", "C", "N", "O", "H", "H", "H", "H", "H", "H", "H", "H", "H"], "xyz": [[-1.0834, 0.7095, -2.6892], [0.0439, 1.2579, -2.2107], [-1.7792, -0.2287, -1.8749], [0.5659, 0.9584, -0.9697], [-1.2152, -0.6734, -0.6517], [-0.0196, -0.1092, -0.2069], [1.1443, -1.8568, 1.5221], [0.6327, -0.5479, 1.0569], [-0.0036, 0.4702, 2.3430], [2.0939, -0.9993, 1.0625], [1.0578, -2.7860, 2.2666], [-1.2653, 0.8207, -3.7540], [0.5404, 1.9674, -2.7867], [-2.7898, -0.5218, -2.2107], [1.2326, 1.5983, -0.4645], [-1.6519, -1.3997, -0.0004], [0.6391, 1.3840, 2.5460], [0.0482, -0.1517, 3.2448], [-0.9896, 0.7078, 2.0531], [2.7987, -0.5995, 1.7245]], "atomic_forces_ev_per_a": [[-1.401, -2.621, 0.028], [1.235, 0.418, 1.439], [-0.062, 0.433, -0.117], [-1.976, -1.906, 1.269], [0.246, 1.070, -1.076], [0.974, 0.905, -1.537], [0.204, 0.860, 0.849], [-1.287, 1.962, 2.311], [3.478, -1.793, -0.948], [0.252, 0.953, 0.331], [-0.374, -0.411, -0.450], [-0.792, 0.288, 0.287], [0.841, 1.248, -0.959], [0.791, -0.321, 0.305], [1.376, 0.373, 0.089], [-0.583, -0.466, -0.039], [-0.757, -1.043, -0.701], [-0.318, 0.209, -0.154], [-1.002, 0.330, -0.173], [-0.847, -0.488, -0.755]]}

=====

{"formula": "C9H9NO", "method": "ωB97M-V/def2-TZVPD", "homo_lumo_gap_ev": [7.4, 6.6], "charge": 0, "homo_ev": [-6.58, -7.61], "spin_multiplicity": 3, "e_tot_ev": -13011.6137, "s2": 2.031, "e_lumo_ha": [0.0284, -0.0386], "species": ["C", "C", "C", "C", "C", "C", "C", "C", "C", "N", "O", "H", "H", "H", "H", "H", "H", "H", "H", "H"], "xyz": [[3.1011, -0.6420, 0.0110], [1.4303, 0.8938, -0.1247], [2.7959, 0.7378, -0.0913], [1.8882, -1.3094, 0.0330], [1.2693, -2.5915, 0.0786], [-0.0899, -2.3943, 0.0233], [-0.3085, -1.0086, -0.0418], [-1.9897, -0.1722, -0.0092], [-2.0612, 1.2780, 0.1271], [0.8833, -0.3672, -0.0428], [3.7465, 1.7145, -0.1395], [4.0831, -1.0693, 0.0440], [0.8339, 1.7770, -0.2479], [1.7871, -3.5279, 0.1518], [-0.8542, -3.1437, 0.0387], [-2.7872, -0.8796, -0.0355], [-1.2285, 1.6608, 0.7162], [-2.9989, 1.5593, 0.6119], [-2.0359, 1.7792, -0.8503], [3.3176, 2.5696, -0.2571]], "atomic_forces_ev_per_a": [[0.385, 0.208, -0.034], [0.372, 0.798, -0.104], [-0.310, 0.211, 0.009], [-0.205, -0.659, 0.053], [1.339, 0.263, 0.020], [-0.996, 1.177, -0.026], [-5.066, 1.161, 0.030], [4.890, -2.219, -0.095], [-0.191, 0.214, -0.006], [-0.034, -0.875, 0.068], [0.013, 0.017, -0.037], [0.182, -0.073, 0.027], [-0.044, 0.098, 0.033], [0.098, -0.156, -0.020], [-0.208, -0.104, 0.029], [-0.297, -0.220, -0.039], [-0.052, 0.082, 0.058], [0.042, 0.111, -0.008], [0.023, 0.071, 0.019], [0.057, -0.102, 0.024]]}

=====

{"formula": "CAg9O3", "method": "ωB97M-V/def2-TZVPD", "homo_lumo_gap_ev": 8.0, "charge": 7, "homo_ev": -35.05, "e_tot_ev": -43052.5710, "e_lumo_ha": -0.9934, "species": ["Ag", "Ag", "Ag", "Ag", "Ag", "Ag", "Ag", "Ag", "Ag", "C", "O", "O", "O"], "xyz": [[0.1557, -0.1365, -3.3655], [2.5079, -1.0485, -1.0493], [0.9553, 3.0284, -1.7531], [-2.1899, 2.4138, -1.1434], [-0.9294, -0.3265, 2.8325], [-3.3447, -0.0752, 1.1210], [-1.1505, -1.9309, -0.2320], [1.3899, -2.9490, 1.5783], [2.7432, 0.0390, 2.0135], [-0.0294, 0.2786, -0.0138], [0.5603, 0.6161, -1.0181], [0.5575, -0.5233, 0.8092], [-1.2259, 0.6139, 0.2206]], "atomic_forces_ev_per_a": [[-0.087, -0.110, -1.533], [0.968, -0.045, -0.622], [0.739, 1.284, -0.384], [-0.937, 0.904, -0.202], [-0.095, 0.273, 1.263], [-1.604, 0.131, 0.332], [-0.962, -1.447, -0.352], [0.482, -1.473, 0.680], [1.075, 0.657, 0.900], [-1.286, -0.315, 1.386], [2.377, 1.357, -3.819], [1.052, -1.683, 1.940], [-1.722, 0.467, 0.412]]}

=====

{"formula": "CBrCl2O3S", "method": "ωB97M-V/def2-TZVPD", "homo_lumo_gap_ev": 7.4, "charge": -1, "homo_ev": -4.08, "e_tot_ev": -113102.1344, "e_lumo_ha": 0.1205, "species": ["C", "O", "O", "O", "S", "Cl", "Cl", "Br"], "xyz": [[-0.0700, 0.4777, -1.5266], [1.3396, 0.4118, 1.3201], [0.3128, -1.8643, 0.7268], [-1.0850, 0.0392, 1.4807], [0.2359, -0.4495, 1.0505], [0.8377, -0.8279, -2.3808], [-1.6676, 0.6256, -2.1189], [0.9439, 2.1826, -1.7958]], "atomic_forces_ev_per_a": [[1.807, -0.802, 2.155], [0.742, -0.745, 0.350], [0.744, 1.435, 0.682], [1.919, -0.941, -0.096], [-3.781, 1.058, -2.306], [-0.224, 0.231, -0.294], [-0.899, 0.093, -0.476], [-0.308, -0.328, -0.015]]}